(1)
C34H36BrIrN3O5Se2Si | ωB97M-V/def2-TZVPD

Geometry (Å):
Ir1 -0.0092 0.1423 0.1458
O1 -0.7741 -2.4592 -0.1526
C1 0.2480 -3.2744 -0.7090
C2 0.3788 -3.0326 -2.2178
C3 1.0820 -4.2685 -2.8165
O2 0.2680 -5.4295 -2.8227
C4 -0.9937 -2.8659 -2.8893
Se1 -1.4822 -0.9814 -3.1933
C5 1.2891 -1.8501 -2.5470
Se2 0.4670 -0.1201 -2.1527
H1 -0.7885 -2.5737 0.8040
H2 -0.0067 -4.3283 -0.5451
H3 1.2107 -3.0683 -0.2325
H4 2.0229 -4.4432 -2.2828
H5 1.3277 -4.0588 -3.8592
H6 0.3992 -5.9203 -2.0077
H7 -1.7773 -3.3178 -2.2881
H8 -0.9902 -3.3305 -3.8736
H9 1.4868 -1.8187 -3.6192
H10 2.2340 -1.8976 -2.0091
Br1 -9.1006 -0.2608 -0.1661
C6 -7.2497 0.0247 0.1099
C7 -6.8366 0.7717 1.2013
C8 -5.4811 0.9795 1.3988
C9 -4.5563 0.4411 0.5122
C10 -4.9882 -0.3066 -0.5779
C11 -6.3405 -0.5179 -0.7850
C12 -3.0908 0.6425 0.6919
O3 -2.7757 1.4121 1.7069
O4 -2.3016 0.1083 -0.0774
H11 -7.5653 1.1838 1.8848
H12 -5.1371 1.5603 2.2428
H13 -4.2493 -0.7133 -1.2566
H14 -6.6881 -1.0949 -1.6302
C13 -0.0838 4.8818 3.2469
N1 -0.6673 3.8002 2.4945
C14 -1.2037 2.6077 3.1307
C15 -1.2871 1.6324 1.9421
O5 -0.6744 0.4673 2.1011
N2 -0.7834 2.3396 0.7849
C16 -0.3927 3.5082 1.1940
N3 0.1816 4.4350 0.3797
H15 -0.7238 5.1115 4.0981
H16 -0.0285 5.7787 2.6309
H17 0.9175 4.6383 3.6201
H18 -2.1754 2.8012 3.5854
H19 -0.5173 2.1978 3.8749
H20 0.4828 4.0315 -0.4946
H21 0.9083 4.9987 0.7959
C17 3.6247 -0.8317 5.0497
C18 4.5203 -0.3387 4.1083
C19 4.0675 0.0217 2.8489
C20 2.7166 -0.0838 2.4942
C21 1.8363 -0.5850 3.4540
C22 2.2848 -0.9561 4.7184
Si1 2.2183 0.3667 0.7163
C23 3.4853 -0.6769 -0.2655
C24 3.6669 -2.0093 0.1284
C25 4.4469 -2.8912 -0.6050
C26 5.0854 -2.4566 -1.7610
C27 4.9536 -1.1331 -2.1524
C28 4.1664 -0.2583 -1.4101
C29 2.7730 2.1810 0.4800
C30 2.7642 2.7689 -0.7915
C31 3.1758 4.0785 -0.9993
C32 3.5792 4.8583 0.0783
C33 3.5607 4.3132 1.3546
C34 3.1676 2.9919 1.5468
H22 3.9733 -1.1203 6.0337
H23 5.5708 -0.2435 4.3547
H24 4.7839 0.3879 2.1194
H25 0.7841 -0.6651 3.2168
H26 1.5813 -1.3431 5.4460
H27 3.1902 -2.3608 1.0386
H28 4.5682 -3.9150 -0.2710
H29 5.6960 -3.1395 -2.3382
H30 5.4670 -0.7767 -3.0372
H31 4.0926 0.7710 -1.7374
H32 2.4162 2.1959 -1.6459
H33 3.1767 4.4939 -2.0002
H34 3.9055 5.8792 -0.0772
H35 3.8714 4.9118 2.2031
H36 3.1800 2.5821 2.5505

Summary:
Frontier orbital gap (spin up / spin down) = 7.43 / 8.09 eV
Relative energy (zero: lowest compared OMol25 entry of this formula, charge and spin) = 153.0 kJ/mol
Charge = 0
Spin multiplicity = 2
M = 1024.8 g mol⁻¹

(2)
C38H66F3O27PSi | ωB97M-V/def2-TZVPD

Geometry (Å):
C1 0.1109 0.7573 -3.8360
C2 -0.0896 0.9535 -2.3651
C3 0.1456 2.0551 -1.6441
P1 0.7820 3.5961 -2.3730
O1 0.2292 4.8671 -1.8651
C4 -0.1681 2.0548 -0.1786
O2 -0.3224 3.1019 0.4084
C5 -0.3255 0.7582 0.5501
Si1 -0.1477 0.7612 2.4558
C6 -1.8158 0.6668 3.2935
C7 0.6358 2.3674 3.0259
C8 1.0134 -0.6098 3.0228
C9 -0.5985 -0.3376 -0.1717
C10 -0.8763 -1.7099 0.3788
C11 -2.3660 -2.0096 0.6622
C12 -3.3431 -1.4208 -0.2850
F1 -3.5936 -0.1009 -0.1414
C13 -4.0167 -2.0674 -1.2105
F2 -3.7069 -3.2781 -1.6502
F3 -5.0752 -1.5845 -1.8386
C14 -0.6486 -0.2568 -1.6645
O3 -1.0905 -1.1692 -2.3220
H1 0.4463 -0.2574 -4.0358
H2 -0.8615 0.8499 -4.3287
H3 0.7819 1.4783 -4.2885
H4 2.1803 3.4999 -2.2276
H5 0.5000 3.4245 -3.7341
H6 -1.6637 0.6094 4.3737
H7 -2.4699 -0.1335 2.9580
H8 -2.3199 1.6164 3.0942
H9 1.0831 2.2159 4.0106
H10 -0.0743 3.1914 3.0399
H11 1.4436 2.6455 2.3434
H12 1.6232 -1.0442 2.2303
H13 0.4145 -1.4199 3.4530
H14 1.6454 -0.2345 3.8277
H15 -0.2818 -1.9079 1.2688
H16 -0.5639 -2.4298 -0.3776
H17 -2.4913 -3.0921 0.6048
H18 -2.6433 -1.7251 1.6767
C15 -8.1331 -1.6778 -2.1643
O4 -9.2477 -0.7856 -2.2921
C16 -9.8122 -0.4413 -1.1356
O5 -9.4692 -0.8134 -0.0441
O6 -10.8222 0.3883 -1.3967
C17 -11.5242 0.8450 -0.2355
H19 -7.7825 -1.8626 -3.1754
H20 -7.3477 -1.2174 -1.5738
H21 -8.4473 -2.6126 -1.7040
H22 -10.8548 1.3925 0.4250
H23 -11.9619 0.0055 0.3009
H24 -12.3056 1.5017 -0.6052
C18 4.1365 1.5099 0.6426
O7 4.2010 0.3106 1.4155
C19 5.4170 0.0037 1.8702
O8 6.4240 0.6270 1.6714
O9 5.3121 -1.1173 2.5851
C20 6.5460 -1.5799 3.1470
H25 3.0912 1.6085 0.3565
H26 4.4363 2.3725 1.2355
H27 4.7580 1.4455 -0.2489
H28 6.9629 -0.8432 3.8305
H29 7.2689 -1.8050 2.3654
H30 6.3071 -2.4871 3.6935
C21 -4.6422 9.5200 -3.0237
O10 -4.5807 8.3529 -2.2033
C22 -3.3423 8.0327 -1.8010
O11 -2.3448 8.6446 -2.0831
O12 -3.4188 6.9427 -1.0527
C23 -2.1559 6.4708 -0.5418
H31 -5.6921 9.6531 -3.2685
H32 -4.2707 10.3899 -2.4847
H33 -4.0605 9.3826 -3.9337
H34 -1.7007 7.2218 0.1018
H35 -1.4795 6.2149 -1.3499
H36 -2.3913 5.5808 0.0344
C24 4.8376 -7.2122 7.1738
O13 5.1149 -5.9356 6.5856
C25 4.2776 -5.5902 5.6073
O14 3.3518 -6.2439 5.2060
O15 4.6460 -4.3932 5.1485
C26 3.8307 -3.8933 4.0841
H37 5.5931 -7.3652 7.9389
H38 3.8465 -7.2248 7.6222
H39 4.9138 -8.0016 6.4283
H40 2.7981 -3.7753 4.4077
H41 3.8708 -4.5585 3.2231
H42 4.2334 -2.9243 3.8134
C27 0.7056 -1.8797 -8.0802
O16 1.8097 -1.1676 -7.5084
C28 2.9394 -1.8716 -7.4418
O17 3.0855 -3.0069 -7.8110
O18 3.8799 -1.1014 -6.8938
C29 5.1569 -1.7369 -6.7658
H43 -0.1289 -1.1854 -8.0668
H44 0.9300 -2.1748 -9.1031
H45 0.4697 -2.7604 -7.4864
H46 5.5402 -2.0244 -7.7427
H47 5.0844 -2.6162 -6.1287
H48 5.8084 -0.9970 -6.3114
C30 -8.3329 -2.0174 -9.3934
O19 -9.0553 -1.6901 -8.2030
C31 -8.4385 -0.8106 -7.4121
O20 -7.3669 -0.3051 -7.6272
O21 -9.2083 -0.5924 -6.3498
C32 -8.6697 0.3442 -5.4092
H49 -8.9529 -2.7326 -9.9252
H50 -8.1771 -1.1297 -10.0034
H51 -7.3715 -2.4644 -9.1476
H52 -8.5319 1.3180 -5.8754
H53 -7.7179 -0.0122 -5.0189
H54 -9.3928 0.4139 -4.6035
C33 8.6210 -6.6554 6.5632
O22 8.6204 -7.8437 7.3602
C34 9.8164 -8.1860 7.8389
O23 10.8463 -7.5929 7.6527
O24 9.6747 -9.2980 8.5594
C35 10.8914 -9.7822 9.1380
H55 7.5938 -6.4984 6.2482
H56 8.9531 -5.7988 7.1469
H57 9.2593 -6.7726 5.6894
H58 11.3139 -9.0422 9.8149
H59 11.6149 -10.0224 8.3615
H60 10.6187 -10.6787 9.6860
C36 1.5137 5.6213 0.8072
O25 2.2060 6.5213 1.6893
C37 1.5280 7.6292 1.9698
O26 0.4250 7.9070 1.5757
O27 2.2774 8.3898 2.7731
C38 1.6591 9.6224 3.1527
H61 2.1716 4.7636 0.6852
H62 0.5739 5.2981 1.2470
H63 1.3285 6.0884 -0.1551
H64 0.7349 9.4364 3.6967
H65 1.4482 10.2318 2.2759
H66 2.3762 10.1252 3.7945

Summary:
Frontier orbital gap = 7.86 eV
Structure (SMILES) = CC1=C([PH2]=O)C(=O)C([Si](C)(C)C)=C(CCC(F)=C(F)F)C1=O.COC(=O)OC.COC(=O)OC.COC(=O)OC.COC(=O)OC.COC(=O)OC.COC(=O)OC.COC(=O)OC.COC(=O)OC
Charge = 0
M = 1071.0 g mol⁻¹

(3)
C4H3ClS3 | ωB97M-V/def2-TZVPD

Geometry (Å):
C1 -0.3241 -0.9149 -0.0694
C2 -0.2876 0.3824 0.0753
C3 0.6862 -1.7263 -0.7962
C4 -0.7683 1.5676 0.7181
S1 0.3411 -3.2754 -1.0102
S2 1.9962 0.9018 -1.2637
S3 1.9824 -1.0245 -1.6957
Cl1 -0.4032 1.5166 2.5349
H1 -1.2449 -1.3749 0.2095
H2 -1.8823 1.5742 0.8913
H3 -0.0956 2.3735 0.4059

Summary:
Frontier orbital gap (spin up / spin down) = 6.45 / 6.53 eV
Charge = 0
Spin multiplicity = 3
M = 182.7 g mol⁻¹

(4)
C41H53BN10Re | ωB97M-V/def2-TZVPD

Geometry (Å):
Re1 -0.3346 0.0206 0.3969
C1 2.4506 0.2184 -4.2770
C2 1.2122 0.3853 -3.4699
C3 -0.0388 0.7899 -3.8872
C4 -0.8583 0.8001 -2.7618
N1 -0.1235 0.4010 -1.7001
N2 1.1559 0.1736 -2.1451
B1 2.3529 0.1961 -1.1717
N3 2.3734 -1.0334 -0.2594
N4 1.3635 -1.2437 0.6366
C5 1.7355 -2.2894 1.4356
C6 2.9898 -2.7085 1.0124
C7 3.3611 -1.9066 -0.0527
C8 4.6075 -1.9523 -0.8632
C9 1.0491 -2.9361 2.6396
C10 -0.4373 -2.6297 2.8312
C11 1.1951 -4.4687 2.5498
C12 1.8155 -2.4825 3.8944
N5 2.1838 1.4679 -0.3021
N6 0.9526 1.7929 0.2069
C13 0.9867 3.0960 0.5439
C14 2.2788 3.5740 0.3232
C15 2.9974 2.5355 -0.2316
C16 4.4041 2.5250 -0.7179
C17 -0.1630 3.9825 0.9734
C18 0.0995 4.5183 2.3853
C19 -0.2016 5.1668 -0.0113
C20 -1.5201 3.2887 0.9297
C21 -2.2772 1.3332 -2.7873
C22 -2.1682 2.8667 -2.7329
C23 -3.1561 0.8453 -1.6453
C24 -2.9574 0.9446 -4.1121
H1 2.1972 0.2402 -5.3343
H2 2.9430 -0.7265 -4.0573
H3 3.1588 1.0231 -4.0822
H4 -0.3182 1.0500 -4.8906
H5 3.3675 0.2487 -1.7787
H6 3.5746 -3.5074 1.4260
H7 5.2166 -2.7937 -0.5427
H8 5.1916 -1.0406 -0.7449
H9 4.3829 -2.0715 -1.9213
H10 -0.9989 -2.6639 1.9027
H11 -0.5950 -1.6717 3.3179
H12 -0.8657 -3.3848 3.4887
H13 0.5389 -4.9062 1.7982
H14 0.9152 -4.8979 3.5111
H15 2.2119 -4.7838 2.3352
H16 1.7792 -1.4017 4.0185
H17 2.8602 -2.7863 3.8529
H18 1.3648 -2.9380 4.7758
H19 2.6367 4.5721 0.4941
H20 4.8886 3.4598 -0.4469
H21 4.4439 2.4227 -1.8015
H22 4.9706 1.7035 -0.2823
H23 1.0182 5.1018 2.4247
H24 0.1808 3.7059 3.1081
H25 -0.7223 5.1648 2.6914
H26 0.7305 5.7270 -0.0078
H27 -1.0019 5.8481 0.2754
H28 -0.3876 4.8285 -1.0308
H29 -1.7039 2.6911 1.8189
H30 -1.6307 2.6652 0.0393
H31 -2.3118 4.0363 0.8899
H32 -1.7475 3.2038 -1.7847
H33 -3.1588 3.3068 -2.8420
H34 -1.5373 3.2427 -3.5368
H35 -2.7047 1.0217 -0.6661
H36 -3.3902 -0.2128 -1.7428
H37 -4.0971 1.3944 -1.6612
H38 -2.5077 1.4515 -4.9629
H39 -4.0052 1.2403 -4.0763
H40 -2.9212 -0.1288 -4.2946
C25 0.1072 -4.1675 -3.2671
C26 0.3947 -4.3853 -1.9279
C27 -0.1031 -3.5255 -0.9620
C28 -0.8774 -2.4362 -1.3319
C29 -1.2061 -2.2441 -2.6653
C30 -0.7063 -3.1044 -3.6309
N7 -1.3903 -1.5524 -0.3117
C31 -2.7004 -1.7185 0.0485
C32 -3.5833 -2.6871 -0.4709
C33 -4.8539 -2.7638 0.0408
C34 -5.2943 -1.9083 1.0732
C35 -4.4496 -0.9686 1.6014
C36 -3.1596 -0.8623 1.0593
N8 -2.1596 -0.0327 1.5172
N9 -2.2682 0.4496 2.7064
C37 -1.0553 0.8384 3.2079
C38 -0.9542 1.3520 4.4969
C39 0.3030 1.6269 4.9981
C40 1.4195 1.3949 4.2001
C41 1.2463 0.8910 2.9269
N10 0.0317 0.5998 2.4348
H41 0.4951 -4.8375 -4.0205
H42 0.9957 -5.2325 -1.6304
H43 0.0918 -3.7067 0.0785
H44 -1.8672 -1.4410 -2.9484
H45 -0.9662 -2.9486 -4.6684
H46 -3.2544 -3.3581 -1.2502
H47 -5.5354 -3.5039 -0.3536
H48 -6.3030 -2.0004 1.4469
H49 -4.7550 -0.3035 2.3948
H50 -1.8580 1.5054 5.0670
H51 0.4161 2.0199 5.9989
H52 2.4175 1.5988 4.5569
H53 2.0873 0.7063 2.2746

Summary:
Frontier orbital gap (spin up / spin down) = 6.47 / 5.61 eV
Relative energy (zero: lowest compared OMol25 entry of this formula, charge and spin) = 0.0 kJ/mol
Charge = +2
Spin multiplicity = 4
M = 883.0 g mol⁻¹

(5)
C7H15N | ωB97M-V/def2-TZVPD

Geometry (Å):
C1 -0.8957 0.2948 2.2943
C2 0.1308 -0.6454 1.6972
N1 0.2317 -0.6771 0.2467
C3 -1.0515 -0.9653 -0.4245
C4 -1.3936 0.2107 -1.3248
C5 -0.0778 0.9698 -1.5186
C6 0.8312 0.5249 -0.3573
C7 2.2256 0.1434 -0.8802
H1 -1.9158 -0.0972 2.3386
H2 -0.8378 1.2683 1.8130
H3 -0.7223 0.4452 3.3673
H4 1.1279 -0.3929 2.0781
H5 0.0370 -1.6851 2.0277
H6 -1.8591 -1.1773 0.2752
H7 -0.9256 -1.8547 -1.0465
H8 -1.8433 -0.0718 -2.2765
H9 -2.1017 0.9152 -0.8849
H10 0.4212 0.8525 -2.4788
H11 -0.2390 2.0491 -1.4394
H12 0.9977 1.3301 0.3630
H13 2.8575 0.9673 -1.2145
H14 2.0987 -0.5695 -1.6998
H15 2.8065 -0.4086 -0.1349

Summary:
Frontier orbital gap = 9.33 eV
Relative energy (zero: lowest compared OMol25 entry of this formula, charge and spin) = 52.3 kJ/mol
Structure (SMILES) = CCN1CCC[C@@H]1C
Charge = 0
M = 113.2 g mol⁻¹

(6)
C37H27BFeN7O2 | ωB97M-V/def2-TZVPD

Geometry (Å):
Fe1 -0.4057 0.0586 0.1014
C1 0.5989 -3.6986 -1.6684
C2 1.8691 -3.4123 -2.2395
C3 2.4069 -2.1688 -2.0945
C4 1.6993 -1.1613 -1.3920
N1 0.4462 -1.4548 -0.8618
C5 -0.0443 -2.6920 -0.9904
C6 2.1450 0.1599 -1.1595
C7 3.3387 0.7721 -1.6140
C8 3.5397 2.1114 -1.3254
C9 2.6027 2.8662 -0.6300
C10 1.4246 2.2219 -0.1874
N2 1.2706 0.8933 -0.4201
C11 0.3111 2.7966 0.4730
C12 0.1691 4.1562 0.8452
C13 -0.9654 4.5881 1.4655
C14 -2.0015 3.6528 1.7581
C15 -1.8119 2.3433 1.3911
N3 -0.7270 1.9042 0.7419
H1 0.1500 -4.6788 -1.7381
H2 2.4138 -4.1804 -2.7753
H3 3.3806 -1.9374 -2.5067
H4 -1.0025 -2.8533 -0.5095
H5 4.0674 0.2091 -2.1794
H6 4.4514 2.5907 -1.6656
H7 2.7671 3.9161 -0.4348
H8 0.9765 4.8446 0.6300
H9 -1.0695 5.6284 1.7488
H10 -2.9021 3.9421 2.2800
H11 -2.5558 1.5851 1.6102
O1 0.1068 0.1114 3.0316
B1 -0.0552 -0.7069 1.8429
O2 0.7688 -1.8914 2.0281
C16 1.3513 -1.7580 3.2416
C17 2.2084 -2.6282 3.8760
C18 2.6640 -2.2720 5.1507
C19 2.2645 -1.0873 5.7486
C20 1.3921 -0.2070 5.0980
C21 0.9486 -0.5638 3.8451
H12 2.5104 -3.5505 3.3974
H13 3.3392 -2.9348 5.6777
H14 2.6320 -0.8372 6.7362
H15 1.0703 0.7200 5.5537
N4 -1.4718 -0.8256 1.2045
C22 -2.3261 -1.3774 2.1302
C23 -3.7049 -1.3467 1.7981
C24 -4.6818 -1.8677 2.6210
C25 -4.3365 -2.4612 3.8323
C26 -2.9939 -2.5141 4.1733
C27 -2.0034 -1.9923 3.3526
H16 -3.9727 -0.8868 0.8534
H17 -5.7214 -1.8109 2.3175
H18 -5.0932 -2.8720 4.4885
H19 -2.6938 -2.9759 5.1073
H20 -0.9814 -2.0912 3.6825
N5 -7.7658 6.2893 -4.5135
C28 -6.9623 5.5096 -4.2535
C29 -5.9541 4.5340 -3.9339
C30 -6.1701 3.1899 -4.2256
C31 -5.2038 2.2511 -3.9189
C32 -4.0071 2.6525 -3.3335
C33 -3.7854 3.9964 -3.0451
C34 -4.7606 4.9308 -3.3357
N6 -3.0208 1.6984 -3.0246
C35 -2.7903 0.4855 -3.6577
C36 -1.7639 -0.0938 -2.9844
N7 -1.3599 0.7216 -1.9521
C37 -2.1220 1.7754 -1.9994
H21 -7.1023 2.8821 -4.6789
H22 -5.3853 1.2030 -4.1108
H23 -2.8493 4.3101 -2.6047
H24 -4.5934 5.9751 -3.1106
H25 -3.3418 0.1800 -4.5283
H26 -1.2771 -1.0378 -3.1676
H27 -2.0965 2.5941 -1.2974

Summary:
Frontier orbital gap (spin up / spin down) = 3.69 / 5.85 eV
Relative energy (zero: lowest compared OMol25 entry of this formula, charge and spin) = 183.3 kJ/mol
Charge = -1
Spin multiplicity = 5
M = 668.3 g mol⁻¹

(7)
C13H29F6N6OPSbV | ωB97M-V/def2-TZVPD

Geometry (Å):
V1 -0.7354 0.8486 -0.6889
C1 -1.7371 -2.5871 3.4967
N1 -2.8387 -1.6730 2.9529
C2 -3.7526 -2.5174 2.0490
N2 -2.9807 -3.1320 1.0259
C3 -1.9452 -3.9983 1.5830
N3 -1.0432 -3.2002 2.4145
C4 -0.1848 -2.3203 1.6593
P1 -1.2374 -1.0604 0.7414
C5 -2.2621 -0.5139 2.2093
C6 -2.4960 -2.2372 0.0015
H1 -2.2146 -3.3476 4.1144
H2 -1.0651 -1.9912 4.1139
H3 -3.3932 -1.3137 3.7364
H4 -4.5245 -1.8686 1.6359
H5 -4.2197 -3.2742 2.6789
H6 -1.3866 -4.4689 0.7759
H7 -2.4019 -4.7830 2.1856
H8 0.4042 -2.9015 0.9484
H9 0.5075 -1.8010 2.3253
H10 -3.0763 0.1274 1.8736
H11 -1.6394 0.0760 2.8842
H12 -2.0355 -2.8101 -0.8049
H13 -3.3173 -1.6600 -0.4279
C7 0.2334 0.1380 -3.7889
C8 -0.4547 0.1648 -2.4990
O1 -1.5152 -0.2826 -2.1329
H14 -0.5017 0.2768 -4.5880
H15 0.6653 -0.8596 -3.9367
H16 1.0195 0.8835 -3.8630
F1 -0.8775 2.0100 1.0576
Sb1 -2.4108 3.1631 0.2381
F2 -1.2656 4.5733 0.6239
F3 -1.2583 2.8501 -1.3930
F4 -3.7648 3.8467 -0.7902
F5 -2.8904 1.2454 -0.2246
F6 -3.2366 2.8559 1.8787
C9 2.4526 -0.9297 -0.6394
N4 3.0260 0.3004 -1.1701
C10 4.1874 0.1266 -2.0368
C11 2.4059 1.4758 -0.9964
N5 1.0999 1.5302 -0.6562
N6 3.0988 2.6125 -1.1360
C12 4.5203 2.7122 -0.8209
C13 2.4028 3.8715 -1.3843
H17 3.2643 -1.6144 -0.4012
H18 1.7932 -1.4222 -1.3647
H19 1.8886 -0.7093 0.2654
H20 3.9999 -0.7128 -2.7085
H21 5.0865 -0.1082 -1.4650
H22 4.3740 1.0108 -2.6384
H23 0.8506 2.4766 -0.3582
H24 4.8729 1.8304 -0.2938
H25 4.6731 3.5808 -0.1796
H26 5.1277 2.8674 -1.7145
H27 2.0985 4.3696 -0.4562
H28 1.5290 3.7224 -2.0167
H29 3.0810 4.5519 -1.8948

Summary:
Frontier orbital gap (spin up / spin down) = 6.31 / 7.25 eV
Relative energy (zero: lowest compared OMol25 entry of this formula, charge and spin) = 60.3 kJ/mol
Charge = +3
Spin multiplicity = 2
M = 603.1 g mol⁻¹